[1]
The following is a DFT calculation (ωB97M-V with the def2-TZVPD basis set) of a 2-piece molecular cluster, C5H14N3 overall.

**HOMO energy**: -13.8 eV
**Energy relative to the best compared isomer or geometry (same formula, charge and spin)**: 3.545 eV
**Charge**: +1
**LUMO energy**: -0.148 Ha
**Kohn-Sham gap**: 9.759 eV
**2S+1**: 1

The geometry in XYZ format:
```
22
Properties=species:S:1:pos:R:3:lowdin_charge:R:1
C 1.7968 -0.5246 0.0115 -0.37
C 3.1903 -1.1143 0.1985 -0.02
C 1.0600 1.8435 -0.4969 -0.10
C 1.7734 0.9377 0.4776 -0.18
C -0.7306 -0.6980 -0.7041 0.04
N 0.9133 -1.2234 -0.5102 0.17
N -1.5635 -0.8036 0.2594 0.18
N -4.5198 -0.3670 0.1720 0.06
H 3.2478 -2.1699 0.1045 0.07
H 3.4768 -0.9936 1.2618 0.10
H 4.0378 -0.6228 -0.3393 0.11
H 0.0708 2.2051 -0.1658 0.08
H 1.0669 1.5214 -1.4524 0.03
H 1.5900 2.8967 -0.5546 0.13
H 1.2490 0.9296 1.3738 0.10
H 2.7313 1.2839 0.6800 0.09
H -1.0268 -0.5634 -1.7365 0.13
H -2.7047 -0.5313 0.2561 0.16
H -1.1966 -1.1470 1.0959 0.11
H -4.4053 -0.3619 -0.8130 0.04
H -5.2407 -1.0040 0.3091 0.03
H -4.8163 0.5066 0.5728 0.06
```

[2]
The following is a DFT calculation (ωB97M-V with the def2-TZVPD basis set) of an isolated ion of composition C5H14N3 and charge +1.

**HOMO energy**: -12.4 eV
**Energy relative to the best compared isomer or geometry (same formula, charge and spin)**: 4.345 eV
**Charge**: +1
**LUMO energy**: -0.257 Ha
**Kohn-Sham gap**: 5.368 eV
**SMILES**: C[C@@H](N)C[C@H](N)C=[NH2+]
**2S+1**: 1

The geometry in XYZ format:
```
22
Properties=species:S:1:pos:R:3:lowdin_charge:R:1
C -0.4571 0.0979 2.9017 -0.04
C 0.1598 0.3727 1.5293 -0.45
N 1.5918 0.2274 1.4808 0.06
C -0.5728 -0.3951 0.4126 -0.08
C -0.0214 0.0636 -0.9795 -0.41
N -0.0129 1.5141 -1.1024 0.14
C -0.5441 -0.6085 -2.1313 0.07
N 0.2606 -1.3606 -2.9468 0.12
H -0.4833 0.9730 3.5430 0.08
H 0.0494 -0.6907 3.4504 0.08
H -1.4763 -0.2970 2.7834 0.08
H -0.0470 1.4242 1.3250 0.13
H 2.1625 1.0156 1.2356 0.09
H 1.9726 -0.6526 1.1744 0.08
H -0.3415 -1.4551 0.5141 0.13
H -1.6324 -0.1881 0.4519 0.12
H 1.0477 -0.1617 -0.8978 0.15
H -0.9488 1.8432 -1.3513 0.11
H 0.5705 1.8016 -1.8856 0.11
H -1.5014 -0.2773 -2.5590 0.16
H 0.2330 -0.9095 -3.8683 0.14
H -0.0088 -2.3370 -3.0801 0.15
```

[3]
The following is a DFT calculation (ωB97M-V with the def2-TZVPD basis set) of a single C5H14N4 molecule.

**HOMO energy**: -8.0 eV
**Energy relative to the best compared isomer or geometry (same formula, charge and spin)**: 2.078 eV
**LUMO energy**: 0.031 Ha
**Kohn-Sham gap**: 8.845 eV
**SMILES**: C=CC(N)(N)C(C)(N)N
**2S+1**: 1

The geometry in XYZ format:
```
23
Properties=species:S:1:pos:R:3:lowdin_charge:R:1
C 0.4555 0.6340 -2.6915 -0.02
C 0.7953 0.2194 -1.4319 -0.16
C -0.0998 -0.6037 -0.4459 -0.54
N 0.4030 -1.9622 -0.4298 0.07
N -1.4585 -0.6863 -0.9257 0.08
C 0.1393 0.1697 0.9554 -0.52
C -1.1080 0.4203 1.7984 -0.05
N 1.1789 -0.3760 1.7431 0.07
N 0.6590 1.5551 0.4214 0.05
H 1.1874 0.6640 -3.4895 0.04
H -0.5685 0.7796 -3.0210 0.03
H 1.8659 0.0864 -1.2722 0.10
H 0.3433 -2.3903 0.4856 0.06
H -0.1969 -2.5229 -1.0264 0.08
H -1.6703 0.1597 -1.4561 0.06
H -2.1273 -0.7322 -0.1670 0.06
H -1.7872 1.1208 1.3034 0.08
H -0.8518 0.8385 2.7786 0.08
H -1.6432 -0.5182 1.9752 0.08
H 1.9272 0.2605 2.0051 0.09
H 0.9037 -0.8589 2.5909 0.08
H 1.6734 1.5908 0.3451 0.08
H -0.0203 2.1520 -0.0452 0.09
```

[4]
The following is a DFT calculation (ωB97M-V with the def2-TZVPD basis set) of C5H14N4 as an isolated structure.

**HOMO energy**: -19.0 eV
**Energy relative to the best compared isomer or geometry (same formula, charge and spin)**: 1.395 eV
**Charge**: +2
**LUMO energy**: -0.287 Ha
**Kohn-Sham gap**: 11.220 eV
**2S+1**: 1

The geometry in XYZ format:
```
23
Properties=species:S:1:pos:R:3:lowdin_charge:R:1
C 0.2271 1.0293 -0.1225 -0.21
C -0.4104 -1.0405 -0.8903 -0.13
C 1.3507 0.2407 0.5646 -0.06
C -1.9674 0.8040 -1.2804 0.09
C -0.5170 -1.5726 1.3731 -0.05
N -0.6739 0.3466 -0.7724 -0.05
N 2.6692 0.3907 0.3626 0.21
N 0.2417 2.3346 0.0083 0.31
N 0.3554 -1.3897 0.2845 -0.06
H -1.3525 -1.6601 -1.0688 0.19
H 0.1950 -1.3340 -1.7006 0.15
H 1.1066 0.3382 1.6235 0.17
H -2.2520 1.7237 -0.8076 0.11
H -1.8544 0.9484 -2.2953 0.10
H -2.5947 -0.0407 -1.0459 0.12
H -1.1505 -0.7204 1.6067 0.12
H -1.1670 -2.4271 1.1255 0.13
H 0.0392 -1.8337 2.2482 0.11
H 3.2533 -0.0116 1.0272 0.12
H 3.1457 0.5040 -0.5189 0.15
H 0.9860 2.8603 0.4004 0.16
H -0.5950 2.7334 -0.2178 0.10
H 0.9649 -2.2234 0.0958 0.21
```

[5]
The following is a DFT calculation (ωB97M-V with the def2-TZVPD basis set) of a 2-piece molecular cluster, C5H14N6O4 overall.

**HOMO energy**: -8.8 eV
**LUMO energy**: 0.030 Ha
**Kohn-Sham gap**: 9.609 eV
**SMILES**: CO/N=C\O/N=[N+](\[O-])N(C)C.C/N=N\O
**2S+1**: 1

The geometry in XYZ format:
```
29
Properties=species:S:1:pos:R:3:lowdin_charge:R:1
C -1.3909 -2.4839 0.7293 -0.07
O -0.6693 -1.7960 -0.3137 -0.20
N -1.5576 -1.2920 -1.2327 0.03
C -1.1469 -0.4725 -2.0937 -0.22
O 0.0022 0.2491 -2.2243 -0.03
N 1.0311 -0.2106 -1.3824 0.12
N 1.5036 0.6771 -0.6298 -0.29
O 1.3778 1.8798 -0.5952 0.00
N 2.4395 0.2074 0.2219 -0.16
C 3.2630 1.1331 0.9819 -0.05
C 2.9425 -1.1263 0.3127 -0.04
H -2.1718 -3.2717 0.4227 0.11
H -1.9642 -1.8601 1.3067 0.03
H -0.7374 -3.1457 1.1944 0.06
H -1.8963 -0.1273 -2.9456 0.18
H 2.8540 2.0779 0.8684 0.04
H 3.4442 0.9575 2.0928 0.12
H 4.2810 1.3491 0.4611 0.12
H 3.2826 -1.2366 -0.7267 0.10
H 3.6188 -1.3081 1.0392 0.04
H 2.0640 -1.9024 0.3686 0.12
C -3.5776 0.9926 0.3909 -0.10
N -2.3252 0.9506 1.1115 -0.07
N -1.3011 1.4616 0.7496 -0.04
O -1.3694 2.3834 -0.3132 -0.06
H -3.5815 0.2784 -0.4909 0.09
H -3.6584 2.0367 -0.0193 0.08
H -4.2466 0.8151 1.1738 0.04
H -0.5101 2.7839 -0.4580 0.06
```

[6]
The following is a DFT calculation (ωB97M-V with the def2-TZVPD basis set) of a 2-piece molecular cluster, C5H14NO overall.

**HOMO energy (spin up / spin down)**: -3.0 / -10.4 eV
**Energy relative to the best compared isomer or geometry (same formula, charge and spin)**: 2.721 eV
**LUMO energy (spin up / spin down)**: 0.032 / 0.022 Ha
**Kohn-Sham gap (spin up / spin down)**: 3.909 / 10.968 eV
**2S+1**: 2

The geometry in XYZ format:
```
21
Properties=species:S:1:pos:R:3:lowdin_charge:R:1
C -1.0621 1.0543 0.8898 -0.24
C -1.6332 -0.1911 0.1933 -0.20
C -0.8565 -0.8252 -0.9866 -0.24
C 0.8900 -1.8246 0.5601 -0.03
C 0.3043 -1.7053 -0.6251 -0.19
N -0.1345 1.8237 -0.0115 0.04
H -0.4138 0.6830 1.6698 0.09
H -1.8209 1.7851 1.1258 0.08
H -1.6245 -1.0257 0.9013 0.10
H -2.6740 -0.0636 -0.0739 0.10
H -0.4206 -0.0370 -1.6206 0.07
H -1.5886 -1.3998 -1.5515 0.11
H 0.4974 -1.2938 1.4144 0.04
H 1.4378 -2.7003 0.8882 0.06
H 0.5901 -2.3658 -1.4373 0.10
H -0.5038 1.8670 -0.9851 0.05
H 0.0934 2.7421 0.4599 0.05
H 0.8390 1.4275 -0.0565 0.05
H 2.2810 0.0000 -0.0811 0.01
H 3.3724 1.1133 -0.3857 0.06
O 2.4271 0.9362 -0.2876 -0.12
```

[7]
The following is a DFT calculation (ωB97M-V with the def2-TZVPD basis set) of a 2-piece molecular cluster, C5H14NO overall.

**HOMO energy**: -13.2 eV
**Energy relative to the best compared isomer or geometry (same formula, charge and spin)**: 1.805 eV
**Charge**: +1
**LUMO energy**: -0.116 Ha
**Kohn-Sham gap**: 9.998 eV
**2S+1**: 1

The geometry in XYZ format:
```
21
Properties=species:S:1:pos:R:3:lowdin_charge:R:1
C 0.0231 1.0500 0.2405 -0.15
C -1.4108 0.7006 -0.0109 -0.21
C -1.8508 -0.6619 -0.5687 -0.19
C -1.0975 -1.7794 1.5750 0.01
C -1.2400 -1.8229 0.2461 -0.17
N 0.8968 0.8887 -1.0342 0.18
H 0.4924 0.3798 0.9507 0.11
H 0.1582 2.0675 0.5994 0.14
H -2.1298 0.9817 0.7710 0.14
H -1.7008 1.4448 -0.7841 0.12
H -1.4910 -0.7557 -1.6158 0.10
H -2.8898 -0.9733 -0.6990 0.13
H -0.9591 -0.8511 2.1379 0.07
H -0.8837 -2.7339 2.0275 0.06
H -1.2851 -2.8142 -0.1742 0.09
H 0.4468 1.3647 -1.8139 0.16
H 1.8587 1.2055 -0.7225 0.10
H 0.7573 -0.1022 -1.2321 0.15
H 3.4287 0.7620 0.7658 0.09
H 4.1739 1.4294 -0.4798 0.09
O 3.3855 0.9648 -0.1758 -0.02
```

[8]
The following is a DFT calculation (ωB97M-V with the def2-TZVPD basis set) of an isolated ion of composition C5H14NO and charge +1.

**HOMO energy**: -15.1 eV
**Energy relative to the best compared isomer or geometry (same formula, charge and spin)**: 0.926 eV
**Charge**: +1
**LUMO energy**: -0.118 Ha
**Kohn-Sham gap**: 11.923 eV
**SMILES**: CC(C)[C@H]([NH3+])CO
**2S+1**: 1

The geometry in XYZ format:
```
21
Properties=species:S:1:pos:R:3:lowdin_charge:R:1
C 1.0611 0.4897 1.4602 -0.05
C 0.5014 -0.6619 0.6619 -0.38
C 1.6109 -1.3880 -0.1248 -0.05
C -0.5942 -0.2250 -0.3127 -0.24
N -0.0221 0.7538 -1.3749 0.24
C -1.7801 0.5333 0.2502 -0.15
O -2.6696 0.8118 -0.8591 -0.07
H 0.3078 0.9107 2.1190 0.09
H 1.6099 1.2215 0.8682 0.09
H 1.8321 0.1590 2.1496 0.10
H 0.0135 -1.4212 1.2666 0.15
H 1.2392 -2.0882 -0.8695 0.09
H 2.2802 -0.6293 -0.5475 0.08
H 2.2772 -1.8720 0.5866 0.09
H -0.8542 -1.0529 -0.9424 0.15
H 0.6026 1.4192 -0.9193 0.15
H 0.5242 0.2439 -2.0652 0.17
H -0.8673 1.1851 -1.7688 0.15
H -1.4726 1.5441 0.5120 0.14
H -2.3364 -0.0151 0.9923 0.14
H -3.2633 0.0816 -1.0824 0.11
```

[9]
The following is a DFT calculation (ωB97M-V with the def2-TZVPD basis set) of a 2-piece molecular cluster, C5H14NO overall.

**HOMO energy**: -14.5 eV
**Energy relative to the best compared isomer or geometry (same formula, charge and spin)**: 1.757 eV
**Charge**: +1
**LUMO energy**: -0.132 Ha
**Kohn-Sham gap**: 10.919 eV
**2S+1**: 1

The geometry in XYZ format:
```
21
Properties=species:S:1:pos:R:3:lowdin_charge:R:1
C -1.9734 1.6985 -0.3716 -0.08
C -0.8413 1.1905 0.5735 -0.27
C 0.3141 0.6709 -0.2581 -0.18
C 1.2231 -0.2736 0.4623 -0.29
C 1.4247 -1.5454 0.1979 0.14
N 1.7169 0.2951 1.7445 0.23
H -2.7786 2.1660 0.1873 0.08
H -1.6105 2.5135 -1.0169 0.08
H -2.1926 0.8459 -1.0124 0.08
H -0.4783 2.0405 1.1872 0.11
H -1.2749 0.4575 1.2574 0.12
H 0.7460 1.5985 -0.6722 0.14
H -0.0439 0.1115 -1.1296 0.12
H 2.1251 -2.1076 0.8106 0.09
H 0.9080 -2.0789 -0.5858 0.07
H 2.5439 0.8805 1.5652 0.19
H 1.1291 0.9953 2.2186 0.16
H 1.9105 -0.3592 2.5086 0.18
H -1.0880 -2.3244 -2.8216 0.03
H -1.1143 -3.7859 -2.5471 0.04
O -0.6459 -2.9892 -2.2978 -0.05
```

[10]
The following is a DFT calculation (ωB97M-V with the def2-TZVPD basis set) of a 2-piece molecular cluster, C5H14NO overall.

**HOMO energy**: -13.9 eV
**Energy relative to the best compared isomer or geometry (same formula, charge and spin)**: 3.589 eV
**Charge**: +1
**LUMO energy**: -0.184 Ha
**Kohn-Sham gap**: 8.944 eV
**2S+1**: 1

The geometry in XYZ format:
```
21
Properties=species:S:1:pos:R:3:lowdin_charge:R:1
C 0.8550 0.8512 1.9999 -0.11
C 0.1363 -0.2706 1.1903 -0.27
C 0.9456 -0.7363 0.0040 -0.19
C 1.2535 0.4898 -0.8979 -0.13
C -0.4255 2.4184 -1.0130 0.16
N -0.0700 1.2408 -1.3640 0.08
H 0.0378 1.4701 2.6345 0.13
H 1.6459 0.4948 2.6881 0.08
H 1.4250 1.6481 1.4593 0.05
H 0.0801 -1.1157 1.7462 0.06
H -1.0108 -0.0279 1.1402 0.15
H 2.0261 -0.8531 0.3187 0.14
H 0.7160 -1.6026 -0.6779 0.13
H 2.1235 0.9932 -0.2943 0.15
H 1.7655 0.2921 -1.8465 0.12
H -1.4587 2.6447 -1.1606 0.11
H 0.2756 3.2644 -0.7728 0.15
H -0.7949 0.5766 -1.7437 0.20
H -3.9689 -4.0745 -1.3004 0.09
H -2.4285 -4.1822 -1.0128 0.02
O -3.1283 -3.5211 -1.0971 -0.11
```

[11]
The following is a DFT calculation (ωB97M-V with the def2-TZVPD basis set) of a 2-piece molecular cluster, C5H14NO overall.

**HOMO energy**: -15.7 eV
**Energy relative to the best compared isomer or geometry (same formula, charge and spin)**: 0.146 eV
**Charge**: +1
**LUMO energy**: -0.107 Ha
**Kohn-Sham gap**: 12.780 eV
**2S+1**: 1

The geometry in XYZ format:
```
21
Properties=species:S:1:pos:R:3:lowdin_charge:R:1
C 1.2891 0.1492 1.7809 -0.03
C 0.1898 0.3281 0.7597 -0.32
N 0.3845 -0.5872 -0.4006 0.06
C -0.9695 -0.7675 -1.0560 -0.08
C -1.8781 -0.8682 0.1644 -0.14
C -1.2758 0.0493 1.2335 -0.11
H 2.2242 0.5289 1.3814 0.09
H 1.3502 -0.8797 2.1423 0.10
H 1.0830 0.7362 2.6651 0.09
H 0.1712 1.3402 0.3673 0.14
H 0.7063 -1.5221 -0.1402 0.19
H 1.1249 -0.2471 -1.0235 0.13
H -1.1028 0.1670 -1.5881 0.13
H -0.9543 -1.6317 -1.7065 0.14
H -2.9066 -0.7057 -0.1759 0.13
H -1.8283 -1.8664 0.6023 0.12
H -1.2033 -0.4265 2.2160 0.12
H -1.7989 0.9911 1.3888 0.12
H 1.2092 1.6564 -2.8192 0.07
H 2.1511 2.1690 -1.7424 0.07
O 1.6611 1.3778 -2.0074 -0.04
```

[12]
The following is a DFT calculation (ωB97M-V with the def2-TZVPD basis set) of a 2-piece molecular cluster, C5H14NO overall.

**HOMO energy**: -14.3 eV
**Energy relative to the best compared isomer or geometry (same formula, charge and spin)**: 2.151 eV
**Charge**: +1
**LUMO energy**: -0.118 Ha
**Kohn-Sham gap**: 11.069 eV
**2S+1**: 1

The geometry in XYZ format:
```
21
Properties=species:S:1:pos:R:3:lowdin_charge:R:1
C 2.1039 2.2970 -1.2678 -0.11
C 2.5061 0.7938 -1.5630 -0.19
C 1.8506 -0.0883 -0.4626 -0.19
C 0.3528 0.1533 -0.3389 -0.07
C -0.4300 -0.8535 -0.0225 -0.09
N -1.9068 -0.6796 0.2248 0.16
H 1.2266 2.5183 -1.7424 0.02
H 2.8220 3.0342 -1.6847 0.09
H 2.0792 2.5515 -0.1857 0.09
H 3.6003 0.9141 -1.2532 0.13
H 2.3619 0.4476 -2.5518 0.09
H 2.1469 0.3197 0.4741 0.11
H 2.1233 -1.1592 -0.5968 0.13
H 0.0583 1.1760 -0.3602 0.11
H -0.1321 -1.8849 0.4418 0.17
H -2.2262 0.2093 -0.1381 0.15
H -2.2247 -0.6454 1.2476 0.14
H -2.4985 -1.3630 -0.2588 0.17
H -2.9323 -2.1689 3.0767 0.07
H -4.0183 -1.1186 3.3155 0.12
O -3.4173 -1.4859 2.5715 -0.09
```

| no. | largest force on an atom (eV/Å) | electronic energy (a.u.) |
| --- | --- | --- |
| 1 | 6.01 | -362.84888 |
| 2 | 3.12 | -362.81950 |
| 3 | 3.50 | -417.85215 |
| 4 | 3.29 | -417.28022 |
| 5 | 7.49 | -828.00451 |
| 6 | 1.86 | -328.73712 |
| 7 | 3.47 | -328.61990 |
| 8 | 2.10 | -328.65219 |
| 9 | 1.85 | -328.62165 |
| 10 | 3.42 | -328.55436 |
| 11 | 1.27 | -328.68088 |
| 12 | 4.73 | -328.60720 |